[1]
Entry from OMol25: an isolated molecule of C4H6O in a non-equilibrium geometry (wB97M-V/def2-TZVPD).

Geometry as XYZ:
```
11
Properties=species:S:1:pos:R:3:forces:R:3:lowdin_charge:R:1
O 1.331 0.256 0.577 0.5 0.1 -0.7 -0.121
C -1.209 -0.168 0.607 0.3 0.2 0.4 -0.144
C -0.780 -0.323 -0.781 0.0 0.1 0.2 -0.181
C -0.788 0.101 1.710 -1.5 -0.3 0.2 0.099
C 0.785 -0.077 -0.704 0.4 0.1 0.1 -0.219
H -1.009 -1.324 -1.174 0.2 0.3 0.2 0.107
H 1.159 1.173 0.841 -0.1 -0.4 -0.5 0.090
H 1.076 0.690 -1.426 -0.1 -0.2 -0.1 0.111
H 1.282 -1.019 -0.933 0.0 0.2 -0.2 0.113
H -1.291 0.388 -1.445 0.3 -0.1 0.2 0.104
H -0.554 0.303 2.727 -0.1 0.0 0.1 0.041
```
Positions in Å, forces in eV/Å.

Results
Kohn-Sham gap ... 0.3822 Eh
Net charge ... 0
Relative energy (zero: lowest compared OMol25 entry of this formula, charge and spin) ... 225.1 kJ/mol

[2]
Entry from OMol25: an isolated molecule of C21H28N4O2S in a non-equilibrium geometry (wB97M-V/def2-TZVPD).

Geometry as XYZ:
```
56
Properties=species:S:1:pos:R:3:forces:R:3:lowdin_charge:R:1
S -0.716 5.561 -1.154 -0.1 -0.8 0.0 1.060
O -3.168 2.907 -3.809 0.0 0.2 -0.1 0.054
O 3.698 -0.382 1.374 -0.4 -0.5 0.1 -0.115
N 1.406 -1.639 0.574 0.1 0.0 -0.3 -0.085
N -0.913 3.009 -1.076 0.3 -0.7 0.1 0.075
N -3.154 1.362 -2.172 -0.1 -0.1 0.0 -0.038
N -1.375 -0.779 0.267 -0.2 -0.1 0.0 -0.122
C 3.905 -1.863 3.284 0.1 0.2 0.0 -0.033
C -1.927 4.795 -2.091 0.0 -0.1 0.2 -0.330
C 3.240 -1.420 2.155 0.0 0.2 0.0 -0.196
C -3.836 0.395 -3.005 0.0 -0.1 -0.5 -0.139
C 1.603 -3.144 2.487 0.0 0.1 -0.1 -0.028
C 1.068 -0.243 0.381 -0.3 0.4 0.2 -0.136
C -1.893 3.440 -1.921 0.0 1.0 -0.2 -0.276
C 3.436 -2.948 4.012 -0.1 -0.1 0.0 -0.102
C 2.041 -2.051 1.739 0.2 0.0 0.1 -0.155
C -2.433 -1.397 -1.931 0.3 0.2 -0.1 -0.155
C -1.005 -2.170 0.455 0.2 -0.2 -0.1 -0.161
C -1.759 -0.327 -1.068 -0.3 0.1 0.1 -0.295
C 4.949 0.182 1.670 0.2 0.1 0.1 -0.088
C -2.771 0.827 -0.893 0.4 -0.1 0.4 -0.104
C -2.782 2.543 -2.707 -0.2 0.0 -0.1 -0.403
C 0.915 3.811 0.350 0.1 0.0 0.2 -0.073
C -0.211 3.970 -0.598 0.0 0.9 -0.1 -0.620
C 0.413 -2.481 -0.058 -0.3 -0.1 0.1 -0.141
C -0.355 0.060 0.882 0.2 0.1 0.0 -0.145
C -2.907 -0.791 -3.252 -0.2 0.0 0.2 -0.156
C 2.290 -3.594 3.602 0.1 -0.1 0.2 -0.101
H 0.458 -2.272 -1.134 0.0 -0.1 0.0 0.123
H -3.663 0.430 -0.396 0.1 0.0 0.0 0.138
H -1.737 -2.823 -0.018 0.0 0.0 0.0 0.108
H -1.741 -2.212 -2.149 0.0 -0.1 0.1 0.107
H -1.042 -2.351 1.534 0.0 -0.1 0.0 0.118
H -4.747 0.064 -2.494 0.0 0.0 0.0 0.131
H 4.948 0.690 2.641 0.0 0.0 0.0 0.095
H 1.915 -4.444 4.151 0.0 -0.1 0.0 0.100
H 4.813 -1.378 3.604 0.1 0.1 0.0 0.100
H -2.350 1.612 -0.273 -0.2 -0.2 0.0 0.100
H -3.427 -1.548 -3.841 0.0 0.0 -0.1 0.113
H -0.397 -0.120 1.962 0.1 0.1 0.0 0.130
H -0.896 0.073 -1.627 -0.1 0.0 0.0 0.145
H 1.338 2.814 0.254 0.0 0.0 0.0 0.068
H 1.140 -0.023 -0.690 0.0 0.1 0.0 0.125
H -0.585 1.107 0.693 0.0 0.1 0.0 0.090
H 5.131 0.915 0.885 0.0 0.0 0.1 0.094
H -2.044 -0.447 -3.827 0.0 0.0 -0.1 0.122
H 0.665 -3.531 0.091 0.0 0.0 -0.1 0.119
H 0.702 -3.662 2.202 -0.1 0.0 -0.1 0.097
H -4.105 0.886 -3.941 0.0 -0.1 0.2 0.119
H 5.746 -0.568 1.654 0.0 0.0 0.0 0.097
H -3.290 -1.805 -1.390 0.0 -0.1 0.1 0.124
H 0.564 3.942 1.374 0.0 0.0 0.1 0.087
H -2.595 5.355 -2.712 -0.2 0.1 -0.2 0.079
H 1.682 4.558 0.156 0.1 0.0 0.1 0.074
H 1.781 0.384 0.909 -0.1 0.0 -0.1 0.108
H 3.977 -3.279 4.885 0.0 0.0 0.1 0.099
```
Positions in Å, forces in eV/Å.

Results
Kohn-Sham gap ... 0.2866 Eh
Net charge ... 0
Relative energy (zero: lowest compared OMol25 entry of this formula, charge and spin) ... 190.7 kJ/mol

[3]
Entry from OMol25: a structure of composition C5H6O2 in a non-equilibrium geometry (wB97M-V/def2-TZVPD).

Geometry as XYZ:
```
13
Properties=species:S:1:pos:R:3:forces:R:3:lowdin_charge:R:1
O -1.507 -0.097 0.374 -0.2 -0.4 -0.1 -0.053
O 0.930 1.085 0.442 -0.3 0.5 0.5 -0.032
C 0.804 -0.362 0.556 0.0 0.0 0.3 -0.222
C 0.240 1.049 -0.788 -0.3 0.6 0.1 -0.183
C -0.518 -0.564 1.294 0.2 -0.2 0.1 -0.113
C 0.471 -0.555 -0.934 0.2 0.9 0.1 -0.005
C -0.886 0.117 -0.852 -0.3 0.4 -0.2 -0.248
H -1.553 0.052 -1.703 0.0 0.3 0.1 0.157
H -0.768 -1.596 1.565 0.3 0.0 -0.1 0.129
H -0.533 0.063 2.194 0.0 -0.1 -0.2 0.134
H 1.670 -0.840 1.021 -0.1 0.2 -0.2 0.153
H 0.448 1.825 -1.520 0.2 -0.3 0.1 0.154
H 1.202 -0.176 -1.646 0.3 -1.8 -0.7 0.132
```
Positions in Å, forces in eV/Å.

Results
Kohn-Sham gap ... 0.3418 Eh
Net charge ... 0
Relative energy (zero: lowest compared OMol25 entry of this formula, charge and spin) ... 417.0 kJ/mol

[4]
Entry from OMol25: a structure of composition C40H52As3Cl2N8OSTl (wB97M-V/def2-TZVPD).

Geometry as XYZ:
```
108
Properties=species:S:1:pos:R:3:forces:R:3:lowdin_charge:R:1
Tl -0.499 0.366 -1.072 -0.1 -0.2 0.2 0.457
As -7.170 0.246 -1.512 0.0 0.0 0.0 1.110
As -2.672 -2.277 -0.095 0.0 0.1 0.0 1.022
As -3.234 -0.096 -3.038 0.1 -0.1 -0.1 1.043
Cl -0.311 -5.596 -3.053 0.0 0.0 0.0 0.503
Cl -0.859 -2.716 -3.123 0.0 0.0 0.0 0.514
S -2.468 2.444 -0.236 0.1 0.0 -0.1 0.398
O 8.985 0.034 8.852 0.0 0.0 0.0 -0.077
N -1.542 3.572 -2.615 -0.1 -0.1 0.1 -0.044
N 2.155 -1.130 -0.102 0.0 0.0 0.0 0.088
N 5.095 -0.865 3.834 -0.1 0.1 0.0 0.189
N 4.889 1.343 3.964 0.0 0.0 0.0 0.180
N 1.053 0.432 -3.321 -0.1 0.1 0.0 0.035
N 1.894 1.583 0.049 0.1 0.1 -0.1 0.064
N -3.231 4.575 -1.558 -0.1 0.0 0.1 0.046
N -0.675 2.536 -2.774 0.1 0.1 0.1 -0.024
C 7.606 1.379 7.372 0.0 0.0 0.0 -0.015
C -5.664 -0.867 -0.875 0.0 -0.1 0.0 -0.386
C 7.755 -1.017 7.171 0.0 0.0 0.0 0.009
C 2.207 1.788 -4.892 0.0 0.0 0.0 -0.018
C 4.258 -0.415 2.841 0.0 -0.2 -0.1 -0.172
C 4.115 0.945 2.897 0.0 0.2 0.0 -0.131
C 2.227 -2.443 -0.156 0.0 0.0 0.1 -0.139
C 2.807 -0.490 0.884 0.0 0.1 -0.1 -0.144
C -6.884 1.648 -0.171 0.0 0.0 0.0 -0.332
C -4.371 1.480 -3.241 0.0 0.0 0.0 -0.339
C -4.604 -1.530 -3.086 -0.1 0.0 0.1 -0.360
C 3.309 1.695 1.984 0.1 0.0 0.1 -0.077
C -4.297 -2.974 -0.978 0.0 0.0 0.0 -0.368
C 3.665 -2.574 1.739 0.0 0.0 0.0 0.000
C 2.318 3.687 1.104 0.0 0.0 0.0 -0.038
C -2.343 3.535 -1.563 0.0 0.1 -0.1 -0.938
C -3.426 -1.447 1.518 0.0 0.0 0.0 -0.324
C 8.124 0.167 7.812 0.0 0.0 0.0 -0.281
C -8.614 -0.665 -0.539 0.0 0.0 0.0 -0.349
C 6.733 1.395 6.290 0.0 0.0 0.0 -0.027
C -2.220 -3.982 0.764 0.0 -0.1 0.0 -0.331
C 1.161 1.585 -3.987 -0.1 0.1 0.0 -0.225
C 9.404 1.214 9.513 0.0 0.0 0.0 -0.081
C -2.798 -0.217 -4.948 0.0 0.0 0.0 -0.323
C 2.975 -3.216 0.742 0.0 0.0 0.0 -0.045
C 1.734 2.889 0.113 0.0 0.0 0.0 -0.127
C 0.162 2.665 -3.745 0.1 -0.1 -0.1 -0.292
C 3.586 -1.179 1.828 0.0 0.0 0.1 -0.080
C 3.030 -0.393 -4.375 0.0 0.0 0.0 -0.058
C 3.110 3.080 2.045 0.0 0.0 0.0 -0.007
C 2.664 0.972 0.963 0.0 -0.1 0.0 -0.142
C 6.890 -0.985 6.101 0.0 0.0 0.0 -0.014
C 1.961 -0.516 -3.502 0.0 0.0 0.0 -0.162
C 6.366 0.226 5.641 0.0 0.0 -0.1 -0.157
C 5.458 0.212 4.488 0.1 0.0 0.1 -0.265
C -6.452 -2.884 -2.155 0.0 0.0 0.0 -0.090
C -0.200 -4.098 -3.997 0.0 0.0 0.0 -0.992
C 3.145 0.790 -5.085 0.0 0.0 0.0 -0.062
C -5.230 -2.037 -1.771 0.0 0.1 0.0 -0.688
C 0.215 3.865 -4.649 -0.1 0.0 0.0 -0.047
H -3.931 -3.763 -1.644 0.0 0.0 0.0 0.072
H -0.764 -4.232 -4.912 0.0 0.0 0.0 0.028
H 1.654 -2.921 -0.946 0.0 0.0 0.0 0.094
H 1.129 4.441 -4.481 0.0 0.0 0.0 0.084
H -4.728 1.827 -2.274 0.0 0.0 0.0 -0.029
H -4.323 -1.961 1.865 0.0 0.0 0.0 0.025
H 1.096 3.331 -0.647 0.0 0.0 0.0 0.101
H -4.145 -2.372 -3.615 0.0 0.0 0.0 0.069
H 4.265 -3.112 2.462 0.0 0.0 0.0 0.116
H -5.214 1.273 -3.901 0.0 0.0 0.0 0.018
H 8.164 -1.950 7.533 0.0 0.0 0.0 0.122
H -3.712 -0.225 -5.545 0.0 0.0 0.0 0.027
H -8.941 -1.553 -1.076 0.0 0.0 0.0 0.004
H 1.827 -1.412 -2.906 0.0 0.0 0.0 0.069
H 8.559 1.728 9.978 0.0 0.0 0.0 0.095
H -7.167 -2.301 -2.742 0.0 0.0 0.0 0.059
H -5.947 -1.239 0.114 0.0 0.0 0.0 0.070
H 0.847 -3.907 -4.202 0.0 0.0 0.0 0.023
H 0.201 3.562 -5.697 0.0 0.0 0.0 0.081
H -2.217 -1.114 -5.158 0.0 0.0 0.0 -0.012
H 9.911 1.893 8.824 0.0 0.0 0.0 0.095
H 5.034 2.283 4.282 0.0 0.0 0.0 0.144
H -2.203 0.657 -5.216 0.0 0.0 0.0 0.015
H 3.569 3.663 2.835 0.0 0.0 0.0 0.110
H -3.073 -4.382 1.315 0.0 0.0 0.0 0.024
H -3.752 2.271 -3.664 0.0 0.0 0.0 0.016
H -6.963 -3.259 -1.265 0.0 0.0 0.0 0.083
H -0.636 4.506 -4.448 0.0 0.0 0.0 0.056
H -1.909 -4.705 0.009 0.0 0.0 0.0 0.006
H -5.939 2.158 -0.360 0.0 0.0 0.0 -0.007
H -8.285 -0.950 0.461 0.0 0.0 0.0 0.022
H 6.602 -1.898 5.599 0.0 0.0 0.0 0.113
H -4.823 -0.181 -0.725 0.0 0.0 0.0 0.035
H 10.100 0.896 10.284 0.0 0.0 0.0 0.093
H -5.403 -1.146 -3.728 0.0 0.0 0.0 0.063
H 7.867 2.309 7.855 0.0 0.0 0.0 0.102
H -4.887 -3.464 -0.196 0.0 0.0 0.0 0.075
H 2.129 4.751 1.125 0.0 0.0 0.0 0.108
H -6.851 1.212 0.829 0.0 0.0 0.0 0.026
H 3.961 0.939 -5.780 0.0 0.0 0.0 0.107
H -6.147 -3.742 -2.759 0.0 0.0 0.0 0.086
H 3.001 -4.292 0.641 0.0 0.0 0.0 0.104
H -3.055 5.336 -2.193 0.0 0.0 0.0 0.087
H -3.715 4.759 -0.698 0.0 0.0 0.0 0.064
H -7.693 2.377 -0.217 0.0 0.0 0.0 0.016
H -2.662 -1.503 2.295 0.0 0.0 0.0 0.021
H -1.391 -3.822 1.453 0.0 0.0 0.0 0.016
H 3.746 -1.196 -4.487 0.0 0.0 0.0 0.102
H -9.462 0.015 -0.451 0.0 0.0 0.0 0.014
H 2.291 2.720 -5.429 0.0 0.0 0.0 0.099
H -3.651 -0.397 1.338 0.0 0.0 0.0 0.002
H 6.343 2.354 5.971 0.0 0.0 0.0 0.104
```
Positions in Å, forces in eV/Å.

Results
Kohn-Sham gap ... 0.2508 Eh
Net charge ... 0
Relative energy (zero: lowest compared OMol25 entry of this formula, charge and spin) ... 11.2 kJ/mol

[5]
Entry from OMol25: a cluster of 6 separate species, H12O6 in total in a non-equilibrium geometry (wB97M-V/def2-TZVPD).

Geometry as XYZ:
```
18
Properties=species:S:1:pos:R:3:forces:R:3:lowdin_charge:R:1
O 0.751 -2.069 2.046 -0.1 0.2 -0.5 -0.074
O -1.668 -2.240 0.787 -1.3 -0.1 -0.1 -0.082
O -0.522 -0.177 -0.412 -1.3 -0.3 2.3 -0.017
O 0.941 2.548 1.205 0.7 1.3 -0.7 -0.064
O 1.907 -1.058 -0.988 0.3 -0.8 -0.1 -0.028
O -0.745 2.102 -2.048 -0.3 -1.3 0.1 -0.022
H -1.680 1.892 -2.130 -0.2 0.1 -0.1 0.057
H -0.063 -2.189 1.515 0.2 -0.4 0.5 -0.017
H 2.050 -0.471 -0.255 0.3 0.9 0.6 0.043
H 0.622 -1.171 2.361 0.2 0.1 0.2 0.030
H -1.400 -1.460 0.272 0.1 0.3 -0.2 -0.015
H 0.285 -0.607 -0.641 1.3 -0.7 -0.8 -0.016
H 2.177 -1.890 -0.572 -0.2 -0.2 -0.3 0.072
H 1.244 3.310 0.658 0.1 -0.7 0.9 0.053
H 0.244 2.238 0.637 -0.7 -0.8 -0.2 -0.011
H -0.713 3.031 -2.165 0.2 1.4 -0.2 0.032
H -2.638 -2.139 0.857 0.8 -0.3 0.2 0.068
H -0.791 0.350 -1.125 -0.2 1.1 -1.5 -0.008
```
Positions in Å, forces in eV/Å.

Results
Kohn-Sham gap ... 0.3952 Eh
Net charge ... 0
Relative energy (zero: lowest compared OMol25 entry of this formula, charge and spin) ... 120.1 kJ/mol

- Which value of relative energy (zero: lowest compared OMol25 entry of this formula, charge and spin) does entry 3 give?
  417.0 kJ/mol

Copy entry 3 word for word.
Entry from OMol25: a structure of composition C5H6O2 in a non-equilibrium geometry (wB97M-V/def2-TZVPD).

Geometry as XYZ:
```
13
Properties=species:S:1:pos:R:3:forces:R:3:lowdin_charge:R:1
O -1.507 -0.097 0.374 -0.2 -0.4 -0.1 -0.053
O 0.930 1.085 0.442 -0.3 0.5 0.5 -0.032
C 0.804 -0.362 0.556 0.0 0.0 0.3 -0.222
C 0.240 1.049 -0.788 -0.3 0.6 0.1 -0.183
C -0.518 -0.564 1.294 0.2 -0.2 0.1 -0.113
C 0.471 -0.555 -0.934 0.2 0.9 0.1 -0.005
C -0.886 0.117 -0.852 -0.3 0.4 -0.2 -0.248
H -1.553 0.052 -1.703 0.0 0.3 0.1 0.157
H -0.768 -1.596 1.565 0.3 0.0 -0.1 0.129
H -0.533 0.063 2.194 0.0 -0.1 -0.2 0.134
H 1.670 -0.840 1.021 -0.1 0.2 -0.2 0.153
H 0.448 1.825 -1.520 0.2 -0.3 0.1 0.154
H 1.202 -0.176 -1.646 0.3 -1.8 -0.7 0.132
```
Positions in Å, forces in eV/Å.

Results
Kohn-Sham gap ... 0.3418 Eh
Net charge ... 0
Relative energy (zero: lowest compared OMol25 entry of this formula, charge and spin) ... 417.0 kJ/mol

- Which value of relative energy (zero: lowest compared OMol25 entry of this formula, charge and spin) does entry 2 give?
  190.7 kJ/mol